[1]
Molecular formula: C7H6O
Method: DFT, ωB97M-V/def2-TZVPD

Each line ends with the Löwdin charge.
Element x y z (Å)
C 1.0402 0.3455 -0.3702  -0.3806
C 0.6502 -1.0363 -0.2308  -0.1518
C -0.6415 -0.7421 -1.0074  -0.0965
C -1.2224 0.4135 -0.8761  -0.1010
C -0.3554 1.0923 0.0022  -0.2047
C -0.1688 0.3532 1.2783  -0.0883
C 0.5139 -0.7224 1.2640  -0.0101
H 1.2020 -1.7655 -0.7265  0.1310
H -1.2996 -1.7320 -1.2722  0.1577
H -2.1276 1.0031 -1.4092  0.1747
H -0.2788 2.2083 -0.3574  0.1920
H -0.3023 0.9265 2.2463  0.1455
H 0.9379 -1.3455 2.0638  0.1395
O 2.0523 1.0015 -0.6049  0.0927

Calculated values
- M: 106.1 g mol⁻¹
- Total energy: -9398.5589 eV
- Frontier orbital gap: 10.068 eV
- HOMO: -9.1 eV
- Energy relative to the best compared isomer or geometry (same formula, charge and spin): 84.4 kcal/mol

=====

[2]
Molecular formula: C7H6O
Method: DFT, ωB97M-V/def2-TZVPD

Each line ends with the Löwdin charge.
Element x y z (Å)
C 1.9723 1.5269 -0.9633  0.1213
C 1.3375 0.9279 -0.1656  -0.1684
C 0.6386 0.0716 0.7247  -0.2260
C 0.2315 -1.3152 0.0014  -0.1327
C -1.0952 -1.0150 -0.5631  -0.0997
C -1.7139 0.0317 -0.0030  0.0005
C -0.7754 0.7768 0.9498  -0.3304
O -1.0690 1.8031 1.5389  0.0813
H 2.5294 2.0524 -1.8113  0.0744
H 1.1370 0.0193 1.7706  0.1764
H 0.1272 -2.0808 0.8650  0.1503
H 0.8455 -1.5610 -0.8693  0.1143
H -1.4789 -1.7177 -1.3606  0.1321
H -2.6864 0.4800 -0.1143  0.1065

Calculated values
- M: 106.1 g mol⁻¹
- Total energy: -9400.4210 eV
- Frontier orbital gap: 9.741 eV
- HOMO: -9.3 eV
- Energy relative to the best compared isomer or geometry (same formula, charge and spin): 41.5 kcal/mol
- Structure (SMILES): C#C[C@@H]1CC=CC1=O

=====

[3]
Molecular formula: C7H6O
Method: DFT, ωB97M-V/def2-TZVPD

Each line ends with the Löwdin charge.
Element x y z (Å)
C -2.1417 0.6521 0.0170  -0.1212
C -0.6935 -0.6166 -0.1778  -0.2552
C 0.2938 -1.5520 -0.0937  -0.0249
C 1.5724 -0.9408 -0.0866  -0.1098
C 1.8619 0.4412 0.2454  -0.0718
C 0.7275 1.3965 -0.1199  0.0271
C -0.6349 0.7136 -0.2522  -0.1182
H -2.3040 1.1024 0.9504  0.1096
H -2.6640 0.7041 -0.9917  0.1523
H -0.1705 -2.5403 0.1089  0.1375
H 2.4394 -1.7264 -0.0746  0.1243
H 2.9332 0.6053 0.1385  0.0800
H 0.9675 2.5619 0.1459  0.1304
O -2.1870 -0.8009 0.1903  -0.0601

Calculated values
- M: 106.1 g mol⁻¹
- Total energy: -9398.7183 eV
- Frontier orbital gap: 9.662 eV
- HOMO: -9.1 eV
- Energy relative to the best compared isomer or geometry (same formula, charge and spin): 80.8 kcal/mol

=====

[4]
Molecular formula: C7H6O2
Method: DFT, ωB97M-V/def2-TZVPD

Each line ends with the Löwdin charge.
Element x y z (Å)
C -1.4012 -0.6376 -0.2249  -0.3737
C -1.7827 0.6379 -0.2582  0.0443
C -0.7060 1.7467 -0.2013  -0.0524
C 0.4573 1.2701 -0.1092  -0.1709
C 1.0106 0.0092 0.0332  -0.2680
C 2.3915 -0.4402 0.2547  -0.1982
C 0.0078 -0.9925 -0.0090  0.0538
H -1.8894 -2.3884 0.0609  0.1262
H -2.6698 0.9257 -0.2657  0.0292
H -1.0576 2.8382 0.0070  0.1497
H 1.6216 2.0398 0.0840  0.2034
H 2.6377 -0.6498 1.5143  0.1907
H 0.4942 -2.1307 -0.0304  0.1775
O -2.3384 -1.5474 -0.1682  0.0772
O 3.2245 -0.6811 -0.6871  0.0111

Calculated values
- M: 122.1 g mol⁻¹
- Total energy: -11446.2515 eV
- Frontier orbital gap: 9.403 eV
- HOMO: -9.2 eV
- Energy relative to the best compared isomer or geometry (same formula, charge and spin): 92.1 kcal/mol

=====

[5]
Molecular formula: C7H6O3
Method: DFT, ωB97M-V/def2-TZVPD

Each line ends with the Löwdin charge.
Element x y z (Å)
O -3.7797 0.6157 -0.9312  0.0645
C -3.0836 0.2666 0.0048  -0.2315
C -1.8620 -0.4867 -0.1587  -0.0985
O -1.3946 -1.1690 1.0754  0.0389
C -0.6834 -0.0315 0.8103  -0.2086
C 0.6452 -0.0030 0.3102  -0.2054
C 1.6383 0.9288 0.3906  0.0191
C 2.6798 0.2790 -0.3066  -0.0904
C 2.2934 -0.9150 -0.8039  -0.1237
O 1.0563 -1.1403 -0.4001  0.0707
H -3.3279 0.2892 1.0346  0.1215
H -1.4468 -0.6961 -1.0997  0.1382
H -1.0665 0.8608 1.3589  0.1688
H 1.7802 1.9475 0.5994  0.1083
H 3.7175 0.6256 -0.3097  0.1138
H 2.8337 -1.3717 -1.5744  0.1143

Calculated values
- M: 138.1 g mol⁻¹
- Total energy: -13494.9678 eV
- Frontier orbital gap: 9.095 eV
- HOMO: -8.8 eV
- Energy relative to the best compared isomer or geometry (same formula, charge and spin): 82.2 kcal/mol
- Structure (SMILES): O=C[C@@H]1O[C@H]1c1ccco1

=====

[6]
Molecular formula: C7H6O5Pb
Method: DFT, ωB97M-V/def2-TZVPD

Each line ends with the Löwdin charge.
Element x y z (Å)
O -0.0322 -3.6645 -1.7457  0.1704
C 0.0653 -2.5361 -1.8348  -0.0396
Pb 0.6844 0.0126 -1.6303  1.3954
O -4.3184 -0.0430 -4.1509  0.0428
C -3.2525 -0.0306 -3.7313  -0.0035
C 2.6718 0.0393 -2.7621  -0.0783
O 3.4864 0.0352 -3.5869  0.2151
C -0.0038 2.5355 -1.8852  -0.0275
O -0.1265 3.6604 -1.7364  0.1680
C 1.1558 -0.7303 2.5236  0.0184
C 0.1252 0.0564 1.7256  -0.3462
C -1.0398 0.7005 2.3932  0.0373
O 0.3365 0.2012 0.4724  -0.2840
H 0.8701 -0.5812 3.6115  0.1109
H 2.2095 -0.3123 2.3283  0.1354
H 1.0735 -1.8476 2.2551  0.1381
H -1.0724 1.7711 2.1775  0.1204
H -1.9618 0.1808 2.1123  0.1267
H -0.8711 0.5527 3.4642  0.1001

Calculated values
- M: 377.3 g mol⁻¹
- Net charge: +2
- Total energy: -22821.0497 eV
- Frontier orbital gap: 9.475 eV
- HOMO: -18.8 eV
- Energy relative to the best compared isomer or geometry (same formula, charge and spin): 0.0 kcal/mol

=====

[7]
Molecular formula: C7H7BO3
Method: DFT, ωB97M-V/def2-TZVPD

Each line ends with the Löwdin charge.
Element x y z (Å)
O -1.6904 -1.8364 1.5711  0.0801
C -1.9445 -1.0349 0.7213  -0.1828
C -1.0288 -0.1820 -0.0472  -0.1265
C -1.5290 0.8324 -0.8610  -0.0186
C -0.7246 1.7262 -1.5767  -0.0628
C 0.6265 1.6388 -1.4539  -0.0594
C 1.1448 0.7214 -0.5854  -0.0476
C 0.3706 -0.2108 0.0489  -0.0162
B 1.3605 -1.0167 1.0046  -0.5652
O 0.9621 -2.2582 1.4342  0.1519
O 2.6434 -0.5457 1.3395  0.1259
H -2.9965 -0.9352 0.5546  0.1203
H -2.5755 0.9980 -0.9677  0.1045
H -1.1990 2.4709 -2.1881  0.1053
H 1.2686 2.3147 -2.0010  0.1149
H 2.2176 0.6546 -0.4505  0.1156
H -0.0148 -2.2124 1.4883  0.0457
H 3.1089 -1.1249 1.9689  0.1150

Calculated values
- M: 149.9 g mol⁻¹
- Total energy: -14193.7756 eV
- Frontier orbital gap: 9.513 eV
- HOMO: -9.9 eV
- Energy relative to the best compared isomer or geometry (same formula, charge and spin): 3.4 kcal/mol
- Structure (SMILES): O=Cc1ccccc1B(O)O

=====

[8]
Molecular formula: C7H7Br2NO
Method: DFT, ωB97M-V/def2-TZVPD

Each line ends with the Löwdin charge.
Element x y z (Å)
O -0.0699 2.4913 1.2236  0.1194
C 0.3675 1.8474 0.3380  -0.5930
C 1.5219 2.2135 -0.5175  -0.5612
Br 3.1620 1.3327 -0.0126  0.6752
C -0.2710 0.4931 -0.0566  -0.6800
Br -1.5112 1.3167 -1.5242  0.7089
C -1.2315 -0.0737 0.8594  -0.1543
C -1.4726 -1.3799 0.9211  -0.0465
C -0.6465 -2.3313 -0.0298  -0.1357
C 0.5502 -1.6130 -0.5413  -0.1137
N 0.6552 -0.3310 -0.6923  0.0217
H 1.7671 3.3819 -0.4040  0.1326
H 1.3702 1.9814 -1.4974  -0.0002
H -1.7073 0.6056 1.5333  0.1126
H -2.1258 -1.8311 1.6666  0.1072
H -0.5680 -3.1700 0.6768  0.1032
H -1.2239 -2.7638 -0.9927  0.1703
H 1.4336 -2.1698 -0.9503  0.1334

Calculated values
- M: 280.9 g mol⁻¹
- Total energy: -150993.0973 eV
- Frontier orbital gap: 8.902 eV
- HOMO: -9.5 eV
- Energy relative to the best compared isomer or geometry (same formula, charge and spin): 4.4 kcal/mol
- Structure (SMILES): O=C(CBr)[C@]1(Br)C=CCC=N1

=====

[9]
Molecular formula: C7H7BrOS
Method: DFT, ωB97M-V/def2-TZVPD

Each line ends with the Löwdin charge.
Element x y z (Å)
C 1.2809 1.1602 -0.3741  -0.0797
C 2.1340 1.1120 0.7273  -0.1391
C 0.1516 0.4532 -0.3911  -0.0502
C 1.8301 0.5037 1.9064  -0.1870
C -0.1340 -0.4206 0.6639  -0.4536
C 0.7298 -0.4311 1.8994  -1.1075
C -1.8967 -1.5196 -0.3612  -0.0349
O -1.2515 -1.1101 0.8258  -0.1342
S 1.6590 -1.8641 1.1924  0.6499
Br -0.3150 -0.7676 3.5113  0.7305
H 1.6600 1.7882 -1.1664  0.1214
H 2.9510 1.8715 0.7676  0.1223
H -0.4163 0.4597 -1.3016  0.1156
H 2.2758 0.7809 2.9459  0.1592
H -1.2884 -1.9984 -1.1271  0.1086
H -2.2267 -0.6040 -0.7593  0.0789
H -2.5690 -2.2892 -0.0493  0.0999

Calculated values
- M: 219.1 g mol⁻¹
- Total energy: -90294.4189 eV
- Frontier orbital gap: 6.912 eV
- HOMO: -7.8 eV
- Energy relative to the best compared isomer or geometry (same formula, charge and spin): 35.1 kcal/mol

=====

[10]
Molecular formula: C7H7Cl2O2PS
Method: DFT, ωB97M-V/def2-TZVPD

Each line ends with the Löwdin charge.
Element x y z (Å)
C -1.2675 0.7209 1.0633  -0.0558
C -1.1178 -0.3743 -0.9967  -0.0259
C 0.0768 1.0858 1.0646  -0.0545
C 0.2631 -0.0872 -1.0749  -0.0488
C -1.9278 0.0414 0.0740  -0.3162
C 0.8316 0.5745 0.0090  -0.2785
C -3.4032 -0.1956 0.1508  -0.0401
O 3.0321 1.2773 -1.3890  -0.4038
O 2.5409 2.3896 0.7548  -0.3554
P 3.9335 -2.8749 0.6227  0.0417
S 2.6025 1.1723 0.0102  0.6424
Cl 4.2703 -0.8607 0.3301  0.1091
Cl 3.1951 -3.3926 -1.1334  0.0701
H -1.7858 0.9016 2.0481  0.1361
H -1.6783 -0.9793 -1.7137  0.1108
H 0.6235 1.6770 1.7055  0.0742
H 0.7505 -0.3321 -2.0060  0.1109
H -3.7568 0.8742 0.0687  0.1146
H -3.6345 -0.8377 -0.6868  0.0652
H -3.5482 -0.7800 1.0987  0.1040

Calculated values
- M: 257.1 g mol⁻¹
- Total energy: -56634.0022 eV
- Frontier orbital gap (alpha / beta): 6.922 / 7.226 eV
- HOMO (alpha / beta): -8.6 / -8.8 eV
- Energy relative to the best compared isomer or geometry (same formula, charge and spin): 4.4 kcal/mol

=====

[11]
Molecular formula: C7H7ClFN3
Method: DFT, ωB97M-V/def2-TZVPD

Each line ends with the Löwdin charge.
Element x y z (Å)
C -4.0787 -0.1362 0.2442  -0.0143
C -2.8443 -0.5527 -0.1080  -0.2277
C -1.6731 0.1971 -0.1831  -0.6129
Cl -1.8195 1.9152 -0.1120  0.7678
C -0.4302 -0.2416 -0.1942  -0.2608
F -0.2236 -1.5745 -0.3036  0.0661
C 0.8144 0.4908 -0.1296  -0.1636
N 0.8503 1.8227 -0.1108  0.0542
N 2.0992 2.0705 -0.0396  -0.0551
N 2.9534 1.0458 -0.0040  0.1270
C 2.1820 0.0038 -0.0529  -0.2839
C 2.8210 -1.3197 -0.0701  -0.0345
H -5.0452 -0.7984 0.4238  0.0994
H -4.2412 0.8903 0.6369  0.0398
H -2.7428 -1.6881 -0.2388  0.1372
H 2.3805 2.9555 0.1292  0.1173
H 3.7552 -1.3084 -0.5114  0.0439
H 3.1153 -1.6870 1.0313  0.1336
H 2.1273 -2.0852 -0.4072  0.0665

Calculated values
- M: 187.6 g mol⁻¹
- Total energy: -27079.9506 eV
- Frontier orbital gap: 8.561 eV
- HOMO: -8.3 eV
- Structure (SMILES): C=C/C(Cl)=C(\F)c1n[nH]nc1C

=====

[12]
Molecular formula: C7H7F3N2O
Method: DFT, ωB97M-V/def2-TZVPD

Each line ends with the Löwdin charge.
Element x y z (Å)
C 0.7558 1.1401 1.7582  0.0185
C -0.8793 -0.6632 1.5834  -0.0803
C 1.0918 0.8634 0.4796  -0.2434
C 1.0002 -0.8628 -1.5761  -0.5066
C -0.2002 0.2795 2.5379  -0.1360
C 0.4796 -0.2296 -0.2387  -0.1383
C -1.1421 0.9544 -1.8915  -0.1215
N -0.5200 -0.8856 0.3708  0.0783
N 0.4937 -2.0875 -1.7711  0.1935
O 1.8744 -0.3027 -2.2265  0.0385
F 1.9257 1.6903 -0.1596  0.0873
F -1.7277 1.6427 -0.8669  0.0311
F -2.0000 -0.0066 -2.3351  0.0379
H 1.2720 1.9643 2.2296  0.1206
H -1.8268 -1.0693 1.9500  0.1176
H 0.2871 -0.1552 3.3299  0.0847
H -0.8179 0.9806 3.1264  0.1284
H -0.7318 1.5450 -2.6592  0.1167
H -0.1348 -2.2837 -1.0456  0.0671
H 0.8001 -2.5141 -2.5953  0.1059

Calculated values
- M: 192.1 g mol⁻¹
- Total energy: -20549.0126 eV
- Frontier orbital gap (alpha / beta): 7.964 / 7.866 eV
- HOMO (alpha / beta): -7.9 / -8.9 eV
- Energy relative to the best compared isomer or geometry (same formula, charge and spin): 54.7 kcal/mol

=====

[13]
Molecular formula: C7H7F3N2O2S
Method: DFT, ωB97M-V/def2-TZVPD

Each line ends with the Löwdin charge.
Element x y z (Å)
C -2.8815 0.0329 -0.5718  -0.0966
C -1.4455 0.1256 -0.0452  -0.6019
N -0.7538 1.0239 -0.7660  0.0316
C -0.0542 2.0238 -0.1681  -0.6342
F 1.0007 1.6191 0.6775  0.0891
F -0.7535 2.8670 0.5296  0.1835
F 0.4772 2.8869 -1.1180  0.1032
S -0.7627 -1.6765 -0.2802  0.9167
C 0.7217 -1.8439 0.8735  -0.3612
C 1.8838 -0.9681 0.4813  -0.3546
C 2.7610 -0.5854 1.4772  -0.1489
N 3.5902 -0.4639 2.2711  0.2186
O 2.5005 -1.7041 -0.6904  0.1849
C 2.0038 -0.5500 -0.9620  -0.4782
O 1.7884 0.3106 -1.7249  0.1879
H -2.8770 -0.1667 -1.6168  0.0643
H -3.3334 1.0693 -0.4160  0.1178
H -3.2418 -0.7514 0.0699  0.0571
H -1.5092 0.3980 0.9507  0.1094
H -0.5479 0.9248 -1.7851  0.1877
H 0.9651 -2.9548 0.8555  0.1119
H 0.4681 -1.6172 1.9581  0.1120

Calculated values
- M: 240.2 g mol⁻¹
- Total energy: -33432.7691 eV
- Frontier orbital gap: 10.098 eV
- HOMO: -9.7 eV
- Energy relative to the best compared isomer or geometry (same formula, charge and spin): 36.5 kcal/mol
- Structure (SMILES): C[C@H](NC(F)(F)F)SC[C@@]1(C#N)OC1=O

=====

[14]
Molecular formula: C7H7F4NO
Method: DFT, ωB97M-V/def2-TZVPD

Each line ends with the Löwdin charge.
Element x y z (Å)
N 0.2415 -0.5032 -1.8942  0.1012
C -0.0064 -0.7416 -0.5415  -0.2880
C 1.3303 -0.8103 0.1367  -0.0116
C 1.8031 0.3245 0.6811  -0.0129
C 1.1724 1.6447 0.6576  -0.2839
F 1.9762 2.7219 0.7267  0.0559
C -0.1349 1.9182 0.5631  0.0055
C -1.0962 0.8187 0.3057  -0.1915
O -1.8200 0.4112 1.4606  -0.0535
C -1.0141 -1.8858 -0.4391  -0.6153
F -1.2429 -2.3492 0.7716  0.1616
F -2.2105 -1.6168 -1.0036  0.1288
F -0.7255 -3.0016 -1.1288  0.1229
H 1.0897 0.0223 -1.9015  0.0797
H -0.5446 0.1392 -2.1897  0.1303
H 1.9138 -1.7433 0.2001  0.1351
H 2.8006 0.3439 1.1487  0.1249
H -0.5320 2.9757 0.5557  0.1476
H -1.8353 1.1848 -0.3282  0.1055
H -1.1655 0.1468 2.2189  0.1577

Calculated values
- M: 197.1 g mol⁻¹
- Total energy: -21777.1864 eV
- Frontier orbital gap: 8.837 eV
- HOMO: -9.0 eV
- Energy relative to the best compared isomer or geometry (same formula, charge and spin): 29.1 kcal/mol
- Structure (SMILES): N/C(=C/C=C(F)\C=C\O)C(F)(F)F